16
Properties=species:S:1:pos:R:3:forces:R:3:lowdin_charge:R:1 method="wB97M-V/def2-TZVPD" total_charge=+2 e_above_lowest_kcal_mol=142.4 total_energy_ha=-354.5344 gap_ev="8.78 / 7.73" homo_energy_ev="-19.422 / -18.977" e_lumo_ha="-0.39117 / -0.41349"
C -0.4981 1.1502 -0.1355 -1.579 -3.175 1.593 -0.26
C 0.2626 -1.9601 -0.7214 2.695 -1.080 -0.320 0.00
N 0.4379 1.7105 0.4460 3.266 0.584 0.423 0.16
N -0.9085 -0.3215 0.5525 0.213 -1.030 0.217 0.16
N -1.3489 1.4865 -1.0450 1.124 0.346 -0.213 0.27
N 1.6263 1.4922 0.9656 -1.538 -0.087 -0.317 0.23
N -0.1068 -1.3704 0.5277 -1.000 -0.244 0.021 -0.01
H -0.1539 -1.2860 -1.3982 -0.635 0.480 -1.890 0.07
H 1.3843 -1.8037 -0.7345 -0.971 -0.830 -0.556 0.13
H -0.0085 -3.0781 -0.9359 0.276 2.129 0.901 0.18
H -1.4091 -0.4307 1.4289 -0.356 1.492 0.387 0.18
H -0.9269 2.0755 -1.7445 -0.788 0.775 -0.468 0.17
H -2.3364 1.4096 -0.8655 -0.463 -0.293 -0.542 0.17
H 2.3222 0.7844 0.6283 -0.818 0.947 0.214 0.19
H 1.7790 2.1619 1.7238 0.716 -0.416 -0.095 0.18
H -0.1152 -2.0204 1.3077 -0.141 0.401 0.647 0.19


9
Properties=species:S:1:pos:R:3:forces:R:3:lowdin_charge:R:1 method="wB97M-V/def2-TZVPD" smiles="CC=C=C=O" e_above_lowest_kcal_mol=36.8 total_energy_ha=-229.9694 gap_ev=8.83 homo_energy_ev=-9.125 e_lumo_ha=-0.01087
C -0.4623 0.9416 -0.0844 -0.109 0.041 -0.007 -0.10
C 0.0295 -1.8320 0.1349 -0.741 -0.541 -0.068 -0.23
O -0.8315 -2.6127 0.0837 0.992 0.428 0.115 0.18
C 1.0795 -1.0252 0.1748 -0.411 0.205 -0.069 -0.04
C 0.8962 0.3064 0.0597 0.074 -0.215 0.003 -0.16
H -0.8301 0.7824 -1.1104 0.138 0.169 0.207 0.09
H -0.4566 2.0154 0.1224 0.013 -0.159 -0.066 0.07
H -1.1868 0.4512 0.5803 0.187 0.175 -0.132 0.08
H 1.7620 0.9728 0.0390 -0.144 -0.102 0.016 0.09